1.
The following is a quantum chemistry calculation of the molecule C8H8ClNO2S at a distorted geometry, from the Open Molecules 2025 dataset.

Computed properties:
E_LUMO (eV): 0.38
HOMO (eV): -9.72
HOMO-LUMO gap (eV): 10.09

Structure (ORCA input):
```
! RIJCOSX wB97M-V def2-TZVPD def2/J DEFGRID3
* xyz 0 1
C -2.4518 1.5966 -0.3345
C -2.2223 0.2682 -0.7241
C -1.4326 2.2814 0.3665
C -0.9442 -0.2510 -0.3393
C -0.1155 0.6129 0.3633
C -0.3796 -1.6161 -0.4483
C 0.7993 -1.7124 0.5023
C 1.3308 -0.3853 0.8681
N -0.2453 1.8460 0.7263
O 2.7634 1.5979 -0.0110
O 2.0738 -0.0851 -1.6734
S 2.4597 0.2801 -0.3542
Cl 4.1637 -0.6852 0.3241
H -3.4076 2.1134 -0.4231
H -3.0210 -0.3858 -1.3351
H -1.6047 3.2439 0.8503
H -1.1425 -2.3628 -0.2649
H 0.0159 -1.8090 -1.3678
H 0.3030 -2.0381 1.4455
H 1.4986 -2.4208 -0.0840
H 1.5587 -0.0887 1.9133
*
```

2.
The following is a quantum chemistry calculation of a cluster of 2 separate species, C8H8ClO2S in total at a distorted geometry, from the Open Molecules 2025 dataset.

Computed properties:
E_LUMO (alpha / beta) (eV): 2.84 / 2.25
HOMO (alpha / beta) (eV): -5.22 / -4.37
HOMO-LUMO gap (alpha / beta) (eV): 8.06 / 6.62

Structure (ORCA input):
```
! RIJCOSX wB97M-V def2-TZVPD def2/J DEFGRID3
* xyz -1 1
C -2.5921 0.6162 -1.9872
C -1.5607 1.1761 -1.2153
C -2.9917 -0.6457 -1.5336
C -1.1582 0.3319 -0.2155
C 1.1167 0.8090 2.7941
C 1.8407 -0.9595 -0.6202
C 1.4393 -0.8467 0.8767
C 1.2295 0.6123 1.2105
O 1.3609 1.9552 3.1605
O 0.9700 -0.2487 3.4213
S -2.0199 -1.0920 -0.1548
Cl 2.1078 1.7227 0.2983
H -3.1254 1.1791 -2.7463
H -1.3304 2.2483 -1.2119
H -3.8374 -1.1602 -1.7225
H 0.9383 -0.7184 -1.0922
H 1.9271 -2.1134 -0.9259
H 2.7928 -0.3457 -0.9457
H 0.4927 -1.4498 1.1191
H 2.3999 -1.0705 1.4907
*
```

3.
The following is a quantum chemistry calculation of the molecule C8H8F2 at a distorted geometry, from the Open Molecules 2025 dataset.

Computed properties:
E_LUMO (eV): 0.38
HOMO (eV): -8.71
HOMO-LUMO gap (eV): 9.09

Structure (ORCA input):
```
! RIJCOSX wB97M-V def2-TZVPD def2/J DEFGRID3
* xyz 0 1
C 0.1224 1.8128 -0.4257
C -1.0540 1.1102 -0.4406
C 1.3843 1.2414 0.1137
C -0.9139 -0.3606 -0.1727
C 1.2772 -0.0676 0.8465
C 1.3519 -1.5580 0.5776
C 0.1063 -0.7823 0.5770
C -2.0749 -1.1332 -0.7416
F 1.5396 -2.3138 1.6732
F 1.5853 2.1128 1.1610
H 0.2523 2.8207 -0.7199
H -2.0233 1.3699 -0.7921
H 2.3015 1.4942 -0.4451
H 1.3882 0.1459 1.8865
H 1.8157 -2.1219 -0.3178
H -1.8107 -2.1667 -0.9820
H -2.3211 -0.6506 -1.6960
H -2.9267 -0.9532 -0.1019
*
```

4.
The following is a quantum chemistry calculation of the ion C8H8FN2O2S with charge +1 at a distorted geometry, from the Open Molecules 2025 dataset.

Computed properties:
E_LUMO (alpha / beta) (eV): -5.61 / -5.61
HOMO (alpha / beta) (eV): -13.38 / -13.38
HOMO-LUMO gap (alpha / beta) (eV): 7.77 / 7.77

Structure (ORCA input):
```
! RIJCOSX wB97M-V def2-TZVPD def2/J DEFGRID3
* xyz 1 1
C 0.7798 -1.7625 -2.1729
C -0.4774 -1.0863 -2.0971
C 1.7767 -1.6711 -1.2233
C -0.6679 -0.2056 -1.0021
C 1.4055 0.5879 1.9232
C 1.5634 -0.8534 -0.0863
C 0.3037 -0.1351 0.0474
C -0.7984 1.4425 1.5905
N 2.4035 -0.4857 0.8846
N 0.3055 0.6216 1.2176
O 3.7309 -1.4351 2.8585
O 3.7996 -2.4168 0.5973
F 1.7434 -2.5364 2.0595
S 3.1294 -1.8038 1.6604
H 1.1030 -2.3204 -3.1336
H -1.0929 -1.0494 -3.0409
H 2.7698 -2.2304 -0.9983
H -1.6165 0.2354 -0.9325
H 1.9050 1.3148 2.5729
H -0.4551 2.4360 1.8272
H -1.4834 1.6904 0.7479
H -1.3544 0.9600 2.3613
*
```

5.
The following is a quantum chemistry calculation of a structure of composition C8H8HoNO6 at a distorted geometry, from the Open Molecules 2025 dataset.

Computed properties:
E_LUMO (alpha / beta) (eV): -9.62 / -9.58
HOMO (alpha / beta) (eV): -16.49 / -16.29
HOMO-LUMO gap (alpha / beta) (eV): 6.86 / 6.71

Structure (ORCA input):
```
! RIJCOSX wB97M-V def2-TZVPD def2/J DEFGRID3
* xyz 2 5
O -0.1325 4.0676 2.9847
C 0.4810 3.5203 2.1852
Ho 0.8627 1.0727 -0.6988
O -2.1350 2.7162 0.0609
C -1.1858 2.0565 -0.1026
C -0.2857 1.4929 -2.7172
O -1.1559 1.7336 -3.4582
C 1.8224 3.2475 -1.6376
O 2.3189 3.9851 -2.4707
C 0.3557 3.6324 -1.0290
O -0.1456 4.6945 -0.8744
H 2.3568 2.2189 -1.1212
C -1.4764 -2.2005 0.8505
N -0.1425 -2.7854 0.6911
C 0.0794 -4.1851 1.0163
C 0.8639 -2.0668 0.2537
O 0.6999 -0.8583 -0.0680
H -2.1312 -3.0069 1.1956
H -1.8584 -1.7996 -0.0997
H -1.4750 -1.3884 1.5924
H 0.4905 -4.7148 0.1482
H 0.8049 -4.2781 1.8345
H -0.8749 -4.6150 1.3056
H 1.8628 -2.5394 0.1585
*
```

6.
The following is a quantum chemistry calculation of the molecule C8H8INOSi at a distorted geometry, from the Open Molecules 2025 dataset.

Computed properties:
E_LUMO (eV): -0.74
HOMO (eV): -9.16
HOMO-LUMO gap (eV): 8.42

Structure (ORCA input):
```
! RIJCOSX wB97M-V def2-TZVPD def2/J DEFGRID3
* xyz 0 1
C 0.2488 -2.0138 0.8516
C -0.6187 -1.9794 1.9395
C -1.5831 0.0413 0.9816
C 0.2241 -0.9867 -0.0720
C -0.6114 0.0717 -0.0031
C -1.5744 -0.9815 1.9483
C 1.1374 -0.9897 -1.3588
C -0.4384 1.2309 -0.8169
N 0.7752 0.1044 -2.0979
O 2.0199 -1.8122 -1.6504
Si 1.0138 2.4877 -0.7198
I -2.8311 -0.8206 3.6231
H 0.9017 -2.8861 0.7557
H -0.4887 -2.7436 2.6666
H -2.2524 0.8024 0.9265
H -1.0418 1.2866 -1.6309
H 1.1507 0.5542 -2.9204
H 1.3918 2.5299 0.6731
H 0.5052 3.7429 -1.3547
H 2.0714 2.3614 -1.7412
*
```

7.
The following is a quantum chemistry calculation of the ion C8H8N with charge +1 at a distorted geometry, from the Open Molecules 2025 dataset.

Computed properties:
E_LUMO (alpha / beta) (eV): -4.89 / -6.56
HOMO (alpha / beta) (eV): -11.03 / -12.81
HOMO-LUMO gap (alpha / beta) (eV): 6.15 / 6.25

Structure (ORCA input):
```
! RIJCOSX wB97M-V def2-TZVPD def2/J DEFGRID3
* xyz 1 3
C 0.8961 0.0159 0.1553
C -0.5063 0.0645 0.1724
C 1.5262 -1.1066 0.1317
C -1.1071 -1.1292 0.1067
C -3.6133 -0.7938 -0.1714
C 2.5083 0.4704 -0.1018
C 3.0023 -1.0386 -0.1377
C -1.7848 0.8633 0.1125
N -2.4091 -0.4897 -0.0203
H -4.2296 0.1039 -0.0549
H -4.0411 -1.7012 -0.1125
H 2.7406 1.0541 -1.0305
H 2.7180 0.9077 0.9498
H 3.5579 -1.0297 0.8149
H 3.3911 -1.6755 -0.9511
H -2.2084 1.2281 0.9915
H -1.8876 1.5858 -0.6657
*
```

8.
The following is a quantum chemistry calculation of a cluster of 2 separate species, C8H8N2 in total at a distorted geometry, from the Open Molecules 2025 dataset.

Computed properties:
E_LUMO (eV): 0.37
HOMO (eV): -8.34
HOMO-LUMO gap (eV): 8.71

Structure (ORCA input):
```
! RIJCOSX wB97M-V def2-TZVPD def2/J DEFGRID3
* xyz 0 1
C -2.7186 0.3272 -0.1745
C -2.0765 0.6796 1.0347
C -1.9125 -0.0005 -1.2389
C -0.6784 0.5787 1.2256
C -0.5498 0.1689 -1.1504
C 0.1055 0.4492 0.0554
C 1.5311 0.4283 -0.0493
C 2.4519 -1.5834 0.2401
N 2.6316 1.2671 0.3244
N 2.5051 1.0910 -0.8681
H -3.8565 0.3080 -0.1467
H -2.5558 0.9336 1.9684
H -2.4751 -0.1921 -2.0973
H -0.1341 0.7948 2.1014
H 0.1369 0.0092 -2.0717
H 2.9659 -1.5688 -0.6296
H 1.7206 -2.3989 0.2732
H 2.9086 -1.2918 1.2034
*
```

9.
The following is a quantum chemistry calculation of the molecule C8H8N2 at a distorted geometry, from the Open Molecules 2025 dataset.

Computed properties:
E_LUMO (alpha / beta) (eV): -2.16 / -1.69
HOMO (alpha / beta) (eV): -9.11 / -8.91
HOMO-LUMO gap (alpha / beta) (eV): 6.95 / 7.22

Structure (ORCA input):
```
! RIJCOSX wB97M-V def2-TZVPD def2/J DEFGRID3
* xyz 0 1
C -0.5543 -1.0183 -1.0095
C -0.1083 -3.5888 -1.2977
C -1.3905 1.1533 -1.0113
C -0.5150 1.6542 0.0346
C 0.5805 -0.5520 0.0767
C -0.4176 -2.3053 -1.4597
C 0.4570 0.8878 0.5753
C 1.1602 1.1895 1.8276
N -1.3681 -0.1474 -1.5376
N 0.3521 -4.6576 -1.2978
H -2.4122 1.1829 -0.6837
H -1.2890 1.9420 -1.7756
H -0.8588 2.4703 0.6208
H 0.5528 -1.1188 1.1100
H 1.5781 -0.6924 -0.4747
H 0.8378 1.9692 2.4454
H 2.2694 1.3545 1.4800
H 1.1259 0.2769 2.3773
*
```

10.
The following is a quantum chemistry calculation of the molecule C8H8N2O at a distorted geometry, from the Open Molecules 2025 dataset.

Computed properties:
E_LUMO (eV): 0.58
HOMO (eV): -9.04
HOMO-LUMO gap (eV): 9.62

Structure (ORCA input):
```
! RIJCOSX wB97M-V def2-TZVPD def2/J DEFGRID3
* xyz 0 1
C -2.3642 -1.0480 -0.2771
C -1.5759 -1.9663 0.3872
C -1.8145 0.0007 -1.0054
C -0.2028 -1.9497 0.1884
C -0.4432 0.0944 -1.1463
C 0.3413 -0.7681 -0.3136
C 1.8994 -0.6352 -0.3945
C 2.5468 1.6226 0.1426
N 2.7205 -1.8062 -0.6265
N 2.6057 -1.5298 0.5339
O 2.4306 0.5965 -0.8066
H -3.3854 -0.8303 -0.1375
H -1.9188 -2.7147 1.1190
H -2.4390 0.8659 -1.2790
H 0.5299 -2.5505 0.7695
H 0.1294 0.9378 -1.5371
H 2.2035 1.4098 1.1754
H 2.0483 2.4483 -0.2666
H 3.5498 1.8322 0.4744
*
```